(1)
This record from the OMol25 dataset describes 2 unconnected molecules or ions with the total composition C12H29FN4O2PS2 at a distorted geometry. The level of theory is wB97M-V/def2-TZVPD.

```
51
Properties=species:S:1:pos:R:3
C -3.46031 -1.22673 -1.10246
C -3.43528 0.35504 -1.28446
P -1.99141 0.97523 -2.35410
C -1.60071 2.71089 -1.74875
N -0.64179 -0.16185 -2.05915
C 0.62191 0.27057 -2.60685
N 1.81809 0.39865 -1.80976
C 1.79107 -0.51524 -0.61776
C 1.59536 0.37333 0.67946
N 2.60897 1.48214 0.60247
N 0.77598 0.54193 -3.90851
S 2.29565 1.07760 -4.61313
C -0.32898 0.37856 -4.91644
C 0.21794 -0.27731 -6.25034
F -0.68613 1.71764 -5.26347
H -4.02129 -1.45922 -0.13946
H -2.44242 -1.69340 -0.98599
H -4.07165 -1.67055 -1.94303
H -3.42290 0.85924 -0.26237
H -4.40238 0.70011 -1.77228
H -2.38269 2.99241 -0.96802
H -0.54377 2.87546 -1.39408
H -1.80616 3.40880 -2.62490
H -0.85300 -1.12096 -2.34830
H 2.58904 0.03599 -2.39888
H 1.08339 -1.38590 -0.70407
H 2.83803 -0.96499 -0.54705
H 1.80699 -0.24780 1.59805
H 0.57104 0.84230 0.76512
H 3.52455 1.03249 0.45508
H 2.61077 2.01200 1.47837
H 2.95157 1.85745 -3.67711
H -1.22411 -0.14507 -4.48366
H 0.92927 -1.12904 -6.02182
H -0.64094 -0.65533 -6.87494
H 0.75579 0.49755 -6.88627
C 1.25273 -1.67350 5.86917
C -0.27146 -1.63695 6.00351
C -0.76069 -0.35097 5.33217
S 0.44105 0.04038 4.06420
O 1.10053 1.27544 4.41757
O -0.15396 -0.17009 2.76220
C 1.54873 -1.31454 4.41836
H 1.65921 -2.65147 6.13055
H 1.70029 -0.93167 6.53711
H -0.70256 -2.50473 5.49543
H -0.58591 -1.67978 7.04738
H -1.73938 -0.48365 4.87226
H -0.79059 0.48152 6.03596
H 2.57996 -1.00367 4.25404
H 1.29257 -2.13831 3.74897
```

LUMO energy (eV): -3.359
Total charge: +1
Highest occupied orbital energy (hartree): -0.4016

(2)
This record from the OMol25 dataset describes a molecular structure, C12H29LiO4 at a distorted geometry. The level of theory is wB97M-V/def2-TZVPD.

```
46
Properties=species:S:1:pos:R:3
Li 15.02145 10.46751 -22.33201
C 16.48721 12.19002 -28.15323
C 15.98186 10.87035 -27.46444
C 17.18131 10.02913 -27.08919
O 15.10240 11.02171 -26.43367
H 17.30277 12.64235 -27.58897
H 15.67876 12.91982 -28.19669
H 16.98197 12.01276 -29.10815
H 15.56214 10.24170 -28.24976
H 17.83721 10.60529 -26.43655
H 17.79092 9.78082 -27.95800
H 16.95474 9.06270 -26.63889
C 16.43073 5.79356 -20.95434
C 15.91948 6.41419 -19.69554
C 17.11740 6.83880 -18.87776
O 15.01968 7.45086 -20.07962
H 16.98915 4.87700 -20.76409
H 17.03808 6.45956 -21.56724
H 15.58506 5.51629 -21.58368
H 15.44725 5.65335 -19.07408
H 17.49042 6.01023 -18.27573
H 16.66057 7.45650 -18.10455
H 17.95480 7.25447 -19.43817
C 11.45974 15.46524 -19.91954
C 12.53083 14.38764 -20.04683
C 13.22219 14.22368 -18.64281
O 12.13171 13.20329 -20.71122
H 10.89482 15.46168 -20.85172
H 11.72437 16.49399 -19.67513
H 10.70176 15.12585 -19.21358
H 13.31903 14.81539 -20.66640
H 13.43702 15.26188 -18.38967
H 14.15528 13.69767 -18.84473
H 12.56380 13.87169 -17.84863
C 18.67126 14.94807 -21.37740
C 19.21481 13.66987 -20.85496
C 19.43516 13.97132 -19.33642
O 18.20807 12.69543 -20.76016
H 18.03417 14.79126 -22.24781
H 19.35485 15.79353 -21.45481
H 17.95433 15.31555 -20.64319
H 20.07113 13.29749 -21.41723
H 18.53344 14.24122 -18.78673
H 20.17678 14.76062 -19.21357
H 19.88041 13.12438 -18.81436
H 18.20553 12.41228 -19.84287
```

LUMO energy (eV): 4.020
Total charge: -2
ΔE to the lowest compared entry with this formula, charge and spin (kJ/mol): 184.9
Highest occupied orbital energy (hartree): -0.0389

(3)
This record from the OMol25 dataset describes a molecular structure, C12H29NO2PrS2 at a distorted geometry. The level of theory is wB97M-V/def2-TZVPD.

```
47
Properties=species:S:1:pos:R:3
Pr -0.40196 -0.08561 -0.01115
S 0.35938 -2.85339 -0.14079
S 1.29677 2.01959 0.89529
C 1.49402 -3.26125 1.24542
C 1.62495 -2.78661 -1.48311
C 2.68752 -1.72438 -1.26391
N 2.05004 -0.38266 -1.08480
C 3.11613 0.62883 -0.79892
C 2.52207 1.99320 -0.50180
H 1.09152 -2.60368 -2.42612
H 2.08411 -3.77983 -1.51511
H 3.37320 -1.70614 -2.12492
H 3.29081 -1.91762 -0.36788
H 3.78855 0.70166 -1.67005
H 3.71121 0.24335 0.04266
H 2.01086 2.38963 -1.38511
H 3.31544 2.68338 -0.19854
C 2.42505 1.49182 2.25646
H 1.65228 -0.13369 -1.99591
H 2.93435 0.55027 2.02507
H 1.81053 1.36982 3.15437
H 3.15678 2.29893 2.40570
H 0.92653 -3.12360 2.17537
H 2.38290 -2.62155 1.25841
H 1.77954 -4.31307 1.12673
C -1.85940 1.01411 -4.15890
C -3.02652 1.04145 -3.50144
H -1.45845 0.08561 -4.57936
H -1.29086 1.92868 -4.35955
H -3.54296 0.11555 -3.22062
H -3.54921 1.97826 -3.28473
C -2.79392 2.12378 -0.42461
O -2.58468 0.69021 -0.23956
C -3.49350 -0.03673 0.65889
C -2.98788 -0.00084 2.10585
O -1.54360 -0.24949 2.10362
C -0.90774 -0.18622 3.39490
H -2.65649 2.32883 -1.48957
H -2.06851 2.67267 0.18591
H -3.81652 2.36409 -0.11697
H -4.49014 0.42392 0.61087
H -3.51047 -1.06084 0.26223
H -3.17182 0.97320 2.57427
H -3.47607 -0.76728 2.72221
H -0.47695 0.81582 3.53455
H -1.64712 -0.37317 4.18779
H -0.12976 -0.95898 3.41687
```

LUMO energy (spin up / spin down) (eV): -11.349 / -10.280
Spin multiplicity: 3
Total charge: +3
Highest occupied orbital energy (spin up / spin down) (hartree): -0.6714 / -0.6714
<S²>: 2.003

no.,molecular weight (g/mol),DFT total energy (Eh)
1,375.50,-2081.38814
2,244.30,-782.89022
3,424.41,-1992.23168